1.
Entry from OMol25: 4 unconnected molecules or ions with the total composition C27H58N5OS at a distorted geometry (ωB97M-V/def2-TZVPD).

Output
- gap between HOMO and LUMO (eV) = 8.113
- charge = +1

CARTESIAN COORDINATES (ANGSTROEM)
N1 -3.3849 -1.5301 4.7257
C1 -3.0460 -2.7033 4.2915
N2 -3.7751 -3.8506 4.7645
C2 -3.9091 -4.6979 3.5367
C3 -2.4743 -4.4314 2.9453
N3 -2.0121 -3.1038 3.4289
C4 -1.9439 -1.9820 2.4172
C5 -0.9880 -2.2557 1.2136
C6 -0.3499 -0.8904 0.7473
C7 -0.6801 -0.5730 -0.7691
S1 -2.3716 0.1704 -0.7760
C8 -2.3781 1.5884 -1.8385
N4 -2.5778 1.5788 -3.1476
N5 -2.5250 2.8227 -3.6215
C9 -2.3318 3.6492 -2.5796
O1 -2.2251 2.9038 -1.4695
H1 -3.1232 -0.6380 4.3174
H2 -3.9792 -1.4907 5.5553
H3 -3.1474 -4.3262 5.4262
H4 -4.5785 -4.1350 2.8516
H5 -4.1584 -5.7379 3.7967
H6 -2.2522 -4.7287 1.9035
H7 -1.8612 -5.1794 3.5187
H8 -1.5770 -1.0862 2.9740
H9 -2.9752 -1.7069 2.0769
H10 -0.1791 -2.9200 1.6020
H11 -1.5001 -2.8054 0.3985
H12 -0.7995 -0.0403 1.3138
H13 0.7394 -0.8737 0.9475
H14 -0.7230 -1.5210 -1.3438
H15 0.0993 0.0859 -1.2004
H16 -2.2818 4.7439 -2.6725
C10 0.7659 2.3139 -4.0199
C11 1.1974 3.3276 -2.9851
C12 1.5386 4.6933 -3.5808
C13 2.7212 4.7012 -4.5513
C14 4.0365 4.1757 -3.9766
C15 4.5599 5.0069 -2.8109
H17 1.5514 2.0979 -4.7463
H18 0.5012 1.3704 -3.5357
H19 -0.1106 2.6806 -4.5562
H20 2.0468 2.9447 -2.4106
H21 0.3764 3.4510 -2.2706
H22 1.7320 5.3951 -2.7633
H23 0.6584 5.0815 -4.1056
H24 2.8721 5.7272 -4.9033
H25 2.4671 4.1157 -5.4400
H26 4.7875 4.1810 -4.7725
H27 3.9282 3.1323 -3.6670
H28 4.7208 6.0438 -3.1144
H29 5.5135 4.6059 -2.4611
H30 3.8687 4.9988 -1.9656
C16 -9.5818 -7.5891 6.5406
C17 -9.1186 -6.5636 7.5696
C18 -8.8730 -5.1774 6.9734
C19 -7.7689 -5.1114 5.9161
C20 -6.3956 -5.5961 6.3804
C21 -5.8162 -4.7636 7.5151
H31 -8.8300 -7.7532 5.7659
H32 -9.7715 -8.5494 7.0231
H33 -10.5073 -7.2656 6.0593
H34 -8.2177 -6.9287 8.0718
H35 -9.8857 -6.4758 8.3436
H36 -8.6433 -4.4810 7.7859
H37 -9.8029 -4.8147 6.5238
H38 -7.6818 -4.0744 5.5711
H39 -8.0689 -5.6931 5.0391
H40 -5.7080 -5.5514 5.5303
H41 -6.4423 -6.6464 6.6792
H42 -5.7163 -3.7161 7.2183
H43 -4.8240 -5.1344 7.7859
H44 -6.4393 -4.8095 8.4089
C22 7.9879 6.0872 -4.3343
C23 8.5241 5.6548 -5.6942
C24 7.9550 4.3178 -6.1690
C25 8.2879 3.1171 -5.2807
C26 9.7796 2.8617 -5.0652
C27 10.5277 2.5376 -6.3532
H45 8.2586 5.3783 -3.5493
H46 8.4005 7.0594 -4.0574
H47 6.8993 6.1768 -4.3580
H48 9.6166 5.6158 -5.6625
H49 8.2667 6.4216 -6.4306
H50 8.3074 4.1279 -7.1873
H51 6.8648 4.4020 -6.2413
H52 7.8350 2.2233 -5.7240
H53 7.8078 3.2417 -4.3045
H54 9.8897 2.0181 -4.3771
H55 10.2463 3.7192 -4.5727
H56 10.1056 1.6533 -6.8362
H57 11.5790 2.3347 -6.1397
H58 10.4904 3.3671 -7.0617

Atoms 1-3, force components in eV/Å:
-0.12 0.54 0.28
1.20 -3.17 0.50
0.19 0.77 0.37

Mulliken atomic charge list, values in e, 5 entries: N -0.224; C 0.317; N -0.207; C -0.473; C -0.728

=====

2.
Entry from OMol25: a molecular structure, C19H28F6IrNOSbSe5SiTe at a distorted geometry (ωB97M-V/def2-TZVPD).

Output
- gap between HOMO and LUMO (spin up / spin down) (eV) = 3.033 / 3.038
- energy relative to the best compared isomer or geometry (same formula, charge and spin) (kJ/mol) = 81.71
- charge = +1

CARTESIAN COORDINATES (ANGSTROEM)
Ir1 0.3908 -0.3861 0.0601
C1 -4.1743 -1.8871 1.7234
Si1 -2.2937 -1.5767 1.8079
C2 -2.2455 0.1116 2.7112
C3 -1.4324 -3.0579 2.6525
N1 -1.4679 -1.2279 0.2552
C4 -1.9224 -1.7174 -0.9045
C5 -2.9446 -2.6941 -0.9846
C6 -3.5091 -3.0573 -2.1765
C7 -3.0472 -2.5071 -3.3705
C8 -1.9881 -1.6189 -3.3566
C9 -1.4122 -1.2462 -2.1559
O1 -0.3099 -0.4448 -2.0830
C10 0.1015 0.2476 -3.2215
C11 1.2944 -0.0869 -3.8460
C12 1.7320 0.6658 -4.9248
C13 0.9892 1.7474 -5.3663
C14 -0.2083 2.0706 -4.7445
C15 -0.6629 1.3232 -3.6718
H1 -4.6151 -1.5371 2.6518
H2 -4.4471 -2.9326 1.6259
H3 -4.6441 -1.3396 0.9137
H4 -1.8474 -0.0006 3.7161
H5 -3.2582 0.4779 2.8292
H6 -1.6939 0.8789 2.1674
H7 -1.9902 -3.3759 3.5278
H8 -0.4155 -2.8493 2.9787
H9 -1.3666 -3.9063 1.9745
H10 -3.2636 -3.1693 -0.0782
H11 -4.3079 -3.7824 -2.1913
H12 -3.4900 -2.7929 -4.3098
H13 -1.5781 -1.2372 -4.2795
H14 1.8608 -0.9454 -3.5200
H15 2.6543 0.3941 -5.4176
H16 1.3323 2.3308 -6.2061
H17 -0.7915 2.9070 -5.0985
H18 -1.6111 1.5441 -3.1960
Se1 -0.6204 2.3429 0.0651
Se2 1.9642 3.2416 3.3221
Te1 0.7350 1.2393 3.7659
Se3 1.2638 -0.6386 2.1616
C16 4.1415 -0.4904 -0.0427
Se4 2.6830 0.4979 -0.8399
C17 3.1679 2.2230 0.0288
C18 2.4632 3.4562 -0.5114
Se5 0.8295 2.9970 -1.5212
C19 0.1617 4.7927 -1.8235
H19 3.9814 -0.6234 1.0275
H20 5.0566 0.0669 -0.2236
H21 4.1980 -1.4618 -0.5270
H22 4.2439 2.3342 -0.1104
H23 2.9760 2.0976 1.0974
H24 3.0785 3.9799 -1.2457
H25 2.1939 4.1357 0.3050
H26 -0.0063 5.2887 -0.8650
H27 -0.7845 4.7014 -2.3610
H28 0.8824 5.3354 -2.4349
F1 0.5638 -3.0238 0.3090
Sb1 1.5998 -3.8422 -1.1324
F2 0.1491 -3.5246 -2.3339
F3 2.0463 -1.9279 -1.5005
F4 2.7400 -4.2679 -2.5601
F5 3.0733 -3.7449 0.0701
F6 0.8843 -5.4877 -0.6046

Atoms 1-3, force components in eV/Å:
-1.95 2.82 -1.90
0.67 -0.06 -0.07
-0.09 0.15 0.50

Mulliken atomic charge list, values in e, 5 entries: Ir 2.171; C -1.506; Si 0.028; C -0.473; C -0.917

=====

3.
Entry from OMol25: a molecular structure, C25H12F5IrN3O3S3 at a distorted geometry (ωB97M-V/def2-TZVPD).

Output
- gap between HOMO and LUMO (spin up / spin down) (eV) = 7.583 / 5.104
- 2S+1 = 6
- energy relative to the best compared isomer or geometry (same formula, charge and spin) (kJ/mol) = 51.83
- <S²> = 8.783

CARTESIAN COORDINATES (ANGSTROEM)
Ir1 0.2033 0.7056 -1.6761
C1 -3.0961 -2.6068 -1.6058
C2 -2.3668 -1.3847 -2.0161
O1 -1.4662 -0.9540 -1.3289
C3 -2.7816 -0.6833 -3.2328
C4 -3.9762 -1.1195 -3.9187
C5 -4.4150 -0.4963 -5.0328
C6 -3.6189 0.4653 -5.6960
C7 -2.5727 1.0018 -5.0055
C8 -2.0614 0.3899 -3.8369
O2 -0.9605 0.9328 -3.3071
H1 -2.5733 -3.0662 -0.7745
H2 -3.0283 -3.2675 -2.4533
H3 -4.1341 -2.3282 -1.3221
H4 -4.5460 -2.0006 -3.5822
H5 -5.3531 -0.8717 -5.3799
H6 -3.9539 0.9486 -6.6076
H7 -2.0705 1.8427 -5.3831
S1 1.5891 2.7584 -2.0399
C9 1.3294 3.3905 -0.4910
C10 2.3808 4.3479 -0.0670
N1 3.1137 5.1511 0.3061
C11 0.4482 3.0124 0.4973
S2 -0.8980 2.0524 0.2601
C12 0.6321 3.4754 1.8561
N2 0.7011 3.7878 2.9576
F1 -1.0644 -5.5022 1.0165
C13 -0.4630 -4.4078 0.5462
C14 0.0632 -4.3812 -0.7282
F2 -0.0607 -5.5197 -1.3970
C15 0.6357 -3.1922 -1.1854
F3 1.0318 -3.1861 -2.4779
C16 0.6843 -2.0456 -0.4180
O3 1.2714 -0.9135 -0.8515
C17 0.1755 -2.1315 0.8630
F4 0.1103 -0.9814 1.6097
C18 -0.4212 -3.2626 1.3665
F5 -0.8334 -3.3821 2.6545
S3 4.9428 2.7564 2.9216
C19 4.1787 1.9611 1.6253
N3 3.0526 1.3293 1.9054
C20 2.7727 1.5274 3.2863
C21 1.7734 0.8980 4.0384
C22 1.7219 1.0469 5.4007
C23 2.6914 1.8116 6.0803
C24 3.7425 2.3412 5.4000
C25 3.7344 2.2719 4.0222
H8 4.5680 2.0314 0.5995
H9 1.0350 0.2040 3.6254
H10 0.9540 0.5070 5.8725
H11 2.7047 1.8398 7.1624
H12 4.4733 2.8960 5.9413

Atoms 1-3, force components in eV/Å:
-0.20 -0.74 0.43
-0.23 0.17 0.48
-0.79 0.82 -1.06

Mulliken atomic charge list, values in e, 5 entries: Ir 1.926; C -1.432; C 0.957; O -0.401; C 0.072

=====

4.
Entry from OMol25: C2H5BrN2S in the gas phase at a distorted geometry (ωB97M-V/def2-TZVPD).

Output
- gap between HOMO and LUMO (eV) = 9.442
- energy relative to the best compared isomer or geometry (same formula, charge and spin) (kJ/mol) = 35.28
- SMILES string = SCC/N=N\Br

CARTESIAN COORDINATES (ANGSTROEM)
C1 -0.6647 0.2092 0.6368
C2 -0.0308 -0.2886 -0.6621
N1 -1.4870 -0.8075 1.1923
N2 -2.6034 -1.0913 1.0030
S1 1.0012 -1.7753 -0.4208
Br1 -3.7586 -0.0159 -0.2621
H1 0.1038 0.4499 1.3732
H2 -1.2747 1.0952 0.4128
H3 -0.7999 -0.5847 -1.3764
H4 0.5825 0.4995 -1.0994
H5 1.7568 -1.2606 0.5506

Atoms 1-3, force components in eV/Å:
0.36 1.00 -0.83
0.33 -0.31 0.18
0.18 -0.55 0.53

Mulliken atomic charge list, values in e, 5 entries: C -0.454; C -0.567; N 0.087; N -0.130; S -0.175

=====

5.
Entry from OMol25: 2 unconnected molecules or ions with the total composition CH2Cl3P at a distorted geometry (ωB97M-V/def2-TZVPD).

Output
- gap between HOMO and LUMO (spin up / spin down) (eV) = 7.845 / 7.753
- energy relative to the best compared isomer or geometry (same formula, charge and spin) (kJ/mol) = 370.76

CARTESIAN COORDINATES (ANGSTROEM)
C1 -0.6227 -0.4800 0.9238
P1 1.0789 1.3788 -1.3126
Cl1 -0.6380 -2.1463 0.3765
Cl2 0.4104 -0.2596 2.3159
Cl3 -2.1422 0.3217 1.1122
H1 0.4369 1.1484 -2.6400
H2 1.4767 0.0369 -0.7758

Atoms 1-3, force components in eV/Å:
-0.01 -0.54 0.88
-0.13 -0.56 0.06
-0.17 0.95 0.01

Mulliken atomic charge list, values in e, 5 entries: C 0.197; P -0.067; Cl -0.082; Cl -0.082; Cl -0.092

=====

6.
Entry from OMol25: C17H27N5O3 in the gas phase (ωB97M-V/def2-TZVPD).

Output
- gap between HOMO and LUMO (eV) = 9.940
- energy relative to the best compared isomer or geometry (same formula, charge and spin) (kJ/mol) = 333.90
- SMILES string = CCCCn1cc([C@]2(C)COCCN2C(=O)[C@@H]2ON=C(C)[C@H]2C)nn1

CARTESIAN COORDINATES (ANGSTROEM)
C1 0.8133 -3.8910 5.4968
C2 1.2760 -3.9433 4.0467
C3 0.2770 -3.2966 3.0966
C4 0.7497 -3.3550 1.6521
N1 -0.2044 -2.7572 0.7337
C5 -0.3385 -1.4635 0.3749
C6 -1.4322 -1.4491 -0.4542
C7 -2.1050 -0.2654 -1.1035
C8 -3.0294 0.4423 -0.1033
C9 -3.0279 -0.7122 -2.2517
O1 -2.3738 -1.2144 -3.3912
C10 -1.5047 -0.2352 -3.9140
C11 -0.4503 0.1180 -2.8947
N2 -1.0587 0.6372 -1.6634
C12 -0.3965 1.5268 -0.8759
O2 -0.5999 1.6740 0.3168
C13 0.6833 2.3747 -1.5681
O3 1.8302 1.5369 -1.8094
N3 2.9940 2.2826 -1.5376
C14 2.6724 3.3696 -0.9683
C15 3.7050 4.3562 -0.5461
C16 1.1973 3.5212 -0.7144
C17 0.6101 4.8802 -1.0648
N4 -1.9151 -2.7175 -0.5273
N5 -1.1621 -3.5016 0.1802
H1 1.5363 -4.3601 6.1642
H2 0.6751 -2.8590 5.8247
H3 -0.1404 -4.4075 5.6194
H4 2.2449 -3.4434 3.9500
H5 1.4359 -4.9836 3.7475
H6 -0.6908 -3.8004 3.1667
H7 0.1143 -2.2523 3.3807
H8 1.6996 -2.8325 1.5300
H9 0.8823 -4.3868 1.3281
H10 0.3288 -0.6897 0.7130
H11 -3.9048 -0.1971 0.0295
H12 -2.5554 0.6032 0.8563
H13 -3.3571 1.4046 -0.4988
H14 -3.6664 -1.5088 -1.8787
H15 -3.6415 0.1573 -2.5288
H16 -1.0397 -0.6590 -4.8027
H17 -2.0739 0.6621 -4.1992
H18 0.1229 -0.7853 -2.6598
H19 0.2490 0.8439 -3.2963
H20 0.3192 2.7557 -2.5301
H21 3.5417 4.6527 0.4915
H22 4.7013 3.9339 -0.6505
H23 3.6421 5.2598 -1.1561
H24 1.0009 3.2996 0.3393
H25 1.0400 5.6665 -0.4440
H26 0.7930 5.1316 -2.1116
H27 -0.4672 4.8770 -0.8940

Atoms 1-3, force components in eV/Å:
-0.01 0.01 -0.01
0.01 -0.01 0.00
-0.03 0.01 -0.01

Mulliken atomic charge list, values in e, 5 entries: C -1.279; C -0.328; C -0.287; C -1.094; N 0.867

=====

Calculated total energy readings, ordered: -49264.7953; -391275.0092; -85658.2456; -86011.2053; -47921.7229; -31658.3835 eV